1.
DFT (the ωB97M-V functional and the def2-TZVPD basis) results for a cluster of 13 separate species, C39H63F5O39 in total at a distorted geometry.

Geometry as XYZ:
```
146
Properties=species:S:1:pos:R:3:mulliken_charge:R:1
C 1.68 0.07 -0.88 -0.28
C 1.16 1.35 -0.16 0.27
O -0.28 1.39 -0.33 -0.31
C -0.70 0.13 -0.80 0.71
O -1.92 -0.08 -0.91 -0.56
O 0.37 -0.63 -1.06 -0.32
F 1.86 2.47 -0.37 -0.26
H 2.44 -0.49 -0.33 0.28
H 2.11 0.46 -1.80 0.26
H 1.31 1.11 0.89 0.19
C -1.13 -1.13 -8.54 -0.39
C 0.24 -1.84 -8.28 0.25
O 0.81 -0.84 -7.42 -0.32
C 0.22 0.37 -7.58 0.66
O 0.49 1.38 -6.95 -0.52
O -0.75 0.24 -8.55 -0.31
F 1.01 -2.04 -9.38 -0.26
H -1.79 -1.24 -7.68 0.30
H -1.59 -1.55 -9.43 0.32
H 0.32 -2.75 -7.68 0.27
C -0.99 -3.57 4.60 -0.42
C -1.95 -2.37 4.78 0.26
O -0.96 -1.40 5.13 -0.32
C 0.17 -1.97 5.57 0.66
O 1.08 -1.35 6.11 -0.56
O 0.17 -3.27 5.33 -0.28
F -2.68 -2.54 5.90 -0.28
H -0.93 -3.67 3.51 0.29
H -1.50 -4.50 4.84 0.33
H -2.65 -2.13 3.99 0.31
C 6.59 -7.26 2.66 -0.42
C 5.45 -6.36 2.30 0.35
O 5.85 -5.08 2.77 -0.27
C 6.94 -5.29 3.56 0.63
O 7.54 -4.39 4.18 -0.57
O 7.21 -6.57 3.72 -0.29
F 4.39 -6.80 2.99 -0.29
H 7.21 -7.32 1.77 0.26
H 6.46 -8.29 2.99 0.29
H 5.20 -6.37 1.24 0.31
C 10.12 -5.95 -5.54 -0.37
C 10.75 -5.74 -4.21 0.32
O 10.05 -4.62 -3.66 -0.32
C 8.93 -4.43 -4.30 0.73
O 8.00 -3.70 -3.93 -0.59
O 8.94 -5.18 -5.39 -0.34
F 11.93 -5.26 -4.40 -0.27
H 10.01 -7.01 -5.78 0.25
H 10.65 -5.52 -6.39 0.26
H 10.63 -6.56 -3.51 0.34
C 6.30 9.07 -3.50 -0.71
O 7.08 10.23 -3.39 -0.30
C 6.82 11.36 -4.12 0.82
O 5.89 11.48 -4.94 -0.60
O 7.56 12.36 -3.82 -0.30
C 6.93 13.62 -3.93 -0.66
H 5.41 9.07 -4.13 0.34
H 6.21 8.58 -2.53 0.28
H 6.80 8.30 -4.09 0.28
H 7.65 14.43 -4.06 0.25
H 6.35 13.77 -3.02 0.29
H 6.24 13.76 -4.76 0.31
C -6.49 4.51 -3.95 -0.61
O -7.01 3.74 -4.99 -0.33
C -8.31 3.55 -5.29 0.81
O -8.78 2.80 -6.16 -0.58
O -8.94 4.36 -4.46 -0.34
C -10.40 4.39 -4.22 -0.61
H -6.29 5.53 -4.27 0.27
H -5.52 4.18 -3.57 0.28
H -7.07 4.55 -3.03 0.28
H -10.72 3.41 -3.88 0.29
H -10.93 4.69 -5.12 0.27
H -10.78 5.08 -3.46 0.27
C -11.55 -3.80 4.32 -0.65
O -11.46 -2.39 4.29 -0.32
C -11.36 -1.81 3.11 0.79
O -11.77 -2.31 2.12 -0.54
O -10.67 -0.71 3.22 -0.29
C -10.24 0.00 2.11 -0.67
H -11.78 -4.16 5.32 0.24
H -10.58 -4.19 4.00 0.29
H -12.36 -4.20 3.72 0.29
H -9.61 -0.53 1.40 0.30
H -9.63 0.87 2.36 0.26
H -11.05 0.47 1.56 0.30
C 2.08 -7.78 -3.57 -0.67
O 2.22 -9.07 -4.12 -0.28
C 3.29 -9.77 -3.76 0.82
O 4.25 -9.49 -3.00 -0.61
O 3.16 -10.94 -4.32 -0.31
C 3.92 -12.04 -3.92 -0.66
H 1.16 -7.28 -3.87 0.27
H 2.95 -7.12 -3.62 0.30
H 1.89 -7.85 -2.49 0.29
H 4.96 -11.82 -4.19 0.30
H 3.66 -12.96 -4.44 0.25
H 4.03 -12.20 -2.85 0.31
C -5.38 3.97 5.57 -0.69
O -5.73 2.86 6.41 -0.25
C -5.99 3.11 7.63 0.77
O -6.21 4.17 8.24 -0.58
O -6.06 1.92 8.32 -0.31
C -6.53 1.94 9.71 -0.64
H -4.94 3.66 4.62 0.27
H -4.51 4.54 5.89 0.31
H -6.21 4.66 5.39 0.30
H -5.78 2.49 10.29 0.29
H -6.35 0.97 10.19 0.25
H -7.58 2.22 9.79 0.27
C 9.24 2.34 4.29 -0.63
O 7.95 2.76 4.10 -0.30
C 7.23 3.38 5.08 0.74
O 7.64 3.68 6.20 -0.56
O 5.98 3.50 4.59 -0.26
C 4.95 4.20 5.33 -0.62
H 9.96 3.11 4.02 0.27
H 9.31 1.61 3.48 0.21
H 9.39 2.02 5.32 0.33
H 5.42 5.15 5.61 0.28
H 4.67 3.67 6.24 0.28
H 3.95 4.35 4.93 0.26
C 0.08 9.51 -1.26 -0.67
O -0.56 9.92 -0.11 -0.28
C 0.06 9.98 1.03 0.76
O 1.29 9.97 1.17 -0.58
O -0.85 10.08 2.04 -0.29
C -0.51 10.42 3.34 -0.68
H 1.04 9.99 -1.40 0.31
H -0.51 9.52 -2.17 0.25
H 0.34 8.45 -1.17 0.30
H -1.48 10.85 3.59 0.28
H 0.06 11.35 3.42 0.33
H -0.07 9.59 3.90 0.27
C -6.10 -5.96 -0.33 -0.63
O -5.26 -6.94 -0.79 -0.29
C -4.65 -7.78 0.06 0.76
O -4.80 -7.78 1.26 -0.55
O -3.87 -8.60 -0.73 -0.28
C -3.09 -9.66 -0.24 -0.63
H -6.30 -5.35 -1.22 0.23
H -5.66 -5.33 0.44 0.29
H -7.06 -6.41 -0.06 0.29
H -2.94 -10.48 -0.94 0.24
H -3.51 -10.11 0.66 0.31
H -2.11 -9.23 -0.03 0.26
```

Properties
multiplicity	1
energy above the lowest of the compared OMol25 structures with the same formula, charge and spin	172.2	kcal/mol
total charge	0

=====

2.
DFT (the ωB97M-V functional and the def2-TZVPD basis) results for a cluster of 7 separate species, C29H46BO22 in total at a distorted geometry.

Geometry as XYZ:
```
98
Properties=species:S:1:pos:R:3:mulliken_charge:R:1
O -6.30 -1.51 -0.03 -0.63
C -5.24 -0.84 0.07 0.35
O -5.21 0.56 -0.12 -0.57
C -3.92 -1.67 0.47 0.07
C -4.01 -1.95 2.04 -0.47
C -2.87 -1.24 2.90 0.33
C -3.25 0.36 2.94 -0.65
O -2.40 0.78 1.82 -0.83
B -1.11 0.15 2.23 1.63
O -1.51 -1.29 2.44 -0.63
H -4.42 0.85 0.41 0.44
H -3.90 -2.65 -0.12 0.26
H -3.04 -1.04 0.15 -0.06
H -5.02 -1.56 2.43 0.13
H -4.01 -3.09 2.19 0.35
H -2.98 -1.67 3.95 0.00
H -2.77 0.95 3.80 0.18
H -4.37 0.56 2.79 0.34
H -0.66 0.68 3.21 -0.44
H -0.21 0.14 1.44 -0.49
C 4.72 0.06 5.13 -1.29
C 3.26 -0.08 4.75 0.57
C 3.05 -0.99 3.57 -0.64
O 1.84 -0.48 3.01 -0.32
C 1.80 0.85 3.32 0.56
O 1.06 1.63 2.83 -0.58
O 2.74 1.16 4.27 -0.31
H 4.82 0.74 5.98 0.36
H 5.16 -0.90 5.39 0.41
H 5.30 0.51 4.31 0.06
H 2.67 -0.39 5.61 0.25
H 2.93 -2.03 3.86 0.33
H 3.84 -0.92 2.81 0.31
C 4.35 4.50 2.54 -1.33
C 5.77 4.25 3.00 0.52
C 6.66 3.69 1.93 -0.50
O 7.63 2.96 2.68 -0.34
C 7.00 2.56 3.82 0.65
O 7.43 1.75 4.58 -0.54
O 5.82 3.22 3.99 -0.28
H 3.75 4.90 3.36 0.35
H 4.33 5.21 1.71 0.39
H 3.88 3.57 2.23 0.28
H 6.19 5.16 3.44 0.20
H 7.14 4.47 1.34 0.31
H 6.14 3.00 1.26 0.31
C -2.50 -0.36 -3.62 -0.99
C -1.11 -0.66 -3.11 0.59
C -0.20 -1.22 -4.16 -0.06
O 0.71 -1.99 -3.39 -0.34
C 0.03 -2.39 -2.27 0.48
O 0.42 -3.24 -1.52 -0.56
O -1.14 -1.71 -2.14 -0.32
H -3.13 0.04 -2.82 0.32
H -2.48 0.36 -4.44 -0.01
H -2.99 -1.28 -3.97 0.38
H -0.68 0.23 -2.63 0.15
H 0.32 -0.44 -4.71 0.11
H -0.71 -1.88 -4.86 0.26
C -6.43 -4.13 5.80 -1.43
C -6.36 -2.69 6.25 0.47
C -7.59 -1.90 5.93 -0.53
O -7.08 -0.58 5.81 -0.34
C -5.78 -0.70 5.41 0.60
O -5.12 0.20 5.00 -0.47
O -5.35 -1.98 5.54 -0.23
H -5.51 -4.66 6.05 0.35
H -7.27 -4.65 6.26 0.38
H -6.54 -4.19 4.71 0.33
H -6.12 -2.64 7.32 0.23
H -8.35 -1.96 6.71 0.31
H -8.04 -2.18 4.97 0.32
C -0.77 3.76 -8.44 -1.48
C -1.43 2.96 -7.34 0.57
C -0.47 2.48 -6.29 -0.66
O -1.11 1.30 -5.81 -0.18
C -1.85 0.81 -6.85 0.56
O -2.34 -0.27 -6.87 -0.50
O -1.96 1.73 -7.85 -0.36
H -1.51 4.08 -9.18 0.36
H -0.27 4.64 -8.04 0.37
H -0.04 3.15 -8.97 0.36
H -2.26 3.53 -6.90 0.25
H -0.34 3.20 -5.49 0.37
H 0.50 2.20 -6.69 0.32
C 4.79 -3.35 -4.90 -1.45
C 4.89 -1.92 -4.43 0.62
C 3.67 -1.10 -4.78 -0.23
O 4.21 0.21 -4.87 -0.32
C 5.51 0.07 -5.24 0.63
O 6.20 0.97 -5.63 -0.56
O 5.92 -1.22 -5.12 -0.35
H 5.70 -3.90 -4.63 0.36
H 3.93 -3.86 -4.46 0.38
H 4.71 -3.40 -5.99 0.36
H 5.10 -1.88 -3.36 0.25
H 2.90 -1.16 -4.01 0.08
H 3.24 -1.37 -5.75 0.24
```

Properties
multiplicity	1
total charge	-1

=====

3.
DFT (the ωB97M-V functional and the def2-TZVPD basis) results for a cluster of 2 separate species, CH5BrSi in total at a distorted geometry.

Geometry as XYZ:
```
8
Properties=species:S:1:pos:R:3:nbo_charge:R:1
C -1.21 0.75 -0.36 -0.78
Si 0.86 -0.68 0.34 0.83
Br 2.70 0.26 -0.42 -0.31
H -0.89 0.90 -1.32 0.19
H -1.78 -0.19 -0.04 0.21
H -1.33 1.63 0.23 0.20
H 0.76 -2.00 -0.19 -0.17
H 0.89 -0.67 1.76 -0.18
```

Properties
multiplicity	1
energy above the lowest of the compared OMol25 structures with the same formula, charge and spin	48.3	kcal/mol
total charge	0

=====

LUMO level (computed, eV): -0.2149; 1.7755; 0.3730
Gap between HOMO and LUMO (computed, eV): 10.24; 5.46; 9.14